No. 1
A cluster of 2 separate species, C6H11NO2 in total in a non-equilibrium geometry, computed with ωB97M-V with the def2-TZVPD basis set.

F_max   2.19 eV/A
HOMO-LUMO gap   9.65 eV
Relative energy (zero: lowest compared OMol25 entry of this formula, charge and spin)   69.6 kcal per mole
Charge   0
E   -440.37637 a.u.

Geometry (Å):
C (-1.545650, 1.007817, 0.786072)
C (-2.169235, -0.306465, 1.135899)
C (1.841563, -0.977240, 0.589572)
C (1.737305, 0.445712, 0.054837)
C (-0.053595, 0.080090, -1.495655)
C (-1.004621, -0.459649, -2.203897)
O (-0.613599, 1.501001, 1.393580)
O (3.023005, 0.968894, -0.097051)
N (1.010782, 0.575838, -1.157694)
H (1.112423, 1.062102, 0.791574)
H (2.966639, 1.766868, -0.636446)
H (-2.096125, 1.599711, 0.033516)
H (-3.183409, -0.146058, 1.500378)
H (-2.235973, -0.924833, 0.241379)
H (-1.587756, -0.829946, 1.891124)
H (2.360277, -1.601607, -0.135852)
H (0.849225, -1.377589, 0.778528)
H (2.408131, -0.967709, 1.516634)
H (-0.790432, -1.267940, -2.882306)
H (-2.028956, -0.148997, -2.104193)

Forces on the atoms, in the same order (eV/Å):
C -0.10 0.57 1.23
C 0.30 -0.27 -0.15
C 0.17 0.36 -0.29
C -0.88 0.42 1.96
C 1.92 0.26 -0.48
C -0.87 -0.20 0.07
O -0.89 -0.31 -0.48
O 0.37 0.01 -0.14
N -1.24 0.00 -0.79
H 1.22 -0.74 -0.83
H -0.06 -0.06 0.09
H 0.25 0.00 -0.27
H -0.08 0.12 0.01
H -0.07 -0.05 -0.03
H 0.03 0.06 0.06
H 0.01 -0.10 -0.02
H -0.09 -0.05 0.01
H 0.01 -0.01 0.06
H 0.16 -0.14 0.02
H -0.16 0.13 -0.01

***

No. 2
A cluster of 4 separate species, C25H21BF33NO10S3 in total in a non-equilibrium geometry, computed with ωB97M-V with the def2-TZVPD basis set.

F_max   11.26 eV/A
HOMO-LUMO gap   7.75 eV
Charge   0
E   -6286.92751 a.u.

Geometry (Å):
C (2.411146, 2.201481, -0.630119)
O (3.578260, 1.783903, -1.439479)
B (4.021494, 0.431084, -0.954586)
O (5.339040, 0.384001, -0.289479)
C (3.020407, -0.856910, -1.218443)
C (3.786014, -2.306578, -1.269153)
O (2.900350, -3.481062, -1.283381)
S (1.821298, -3.469516, -2.602761)
O (0.699186, -4.525740, -2.307502)
O (2.453743, -3.800620, -3.974777)
C (0.944510, -1.771616, -2.568492)
S (-0.247155, -1.609248, -3.998596)
O (0.446899, -0.948503, -5.252916)
O (-0.735388, -3.016181, -4.522629)
C (-1.787495, -0.610193, -3.668805)
F (-3.001487, -1.073361, -4.438402)
F (-1.520525, 0.781565, -4.192655)
C (-2.207707, -0.437317, -2.095816)
F (-1.134528, 0.276987, -1.307265)
F (-3.367751, 0.532525, -2.091056)
C (-2.764418, -1.793877, -1.364890)
F (-4.273018, -1.715655, -1.408498)
F (-2.410585, -3.065620, -2.034531)
C (-2.371008, -1.949092, 0.218354)
F (-3.322815, -2.979399, 0.780128)
F (-2.592972, -0.724163, 1.038176)
F (-1.007060, -2.551440, 0.407547)
C (2.145963, -0.610014, -2.622403)
N (3.125372, -0.813532, -3.756527)
C (3.306884, 0.325279, -4.503712)
S (3.179929, 1.518223, -5.756257)
H (2.711425, 2.374709, 0.505707)
H (1.950499, 3.237353, -0.992089)
H (1.510470, 1.428525, -0.679465)
H (5.855289, -0.325730, -0.790909)
H (2.210607, -0.878566, -0.343348)
H (4.548643, -2.436492, -2.148048)
H (4.426644, -2.375587, -0.264587)
H (0.471887, -1.701306, -1.500523)
H (1.706578, 0.472753, -2.702297)
C (1.590143, -3.042284, 5.115678)
C (2.690932, -3.930936, 4.517379)
C (4.104232, -3.373518, 4.640803)
F (4.252307, -2.195063, 3.997598)
F (5.005248, -4.225116, 4.082495)
F (2.381329, -4.216021, 3.224454)
F (2.646892, -5.129923, 5.180447)
O (0.886788, -2.204937, 4.193279)
C (1.514242, -0.957242, 3.898943)
C (1.926923, -0.831797, 2.427351)
F (2.788824, -1.815356, 2.062498)
F (2.564124, 0.346972, 2.196023)
F (2.546170, -0.764497, 4.754545)
F (0.594927, -0.001275, 4.202135)
H (0.820306, -3.721460, 5.501825)
H (1.930582, -2.486662, 5.998010)
H (4.385903, -3.236522, 5.688787)
H (1.055798, -0.887095, 1.769519)
C (-3.468245, -1.265653, 5.346479)
C (-2.873754, -2.077161, 6.507270)
C (-3.840334, -2.366763, 7.649732)
F (-4.294421, -1.239854, 8.239880)
F (-3.225069, -3.084227, 8.627204)
F (-1.748417, -1.458689, 6.954363)
F (-2.455408, -3.275560, 5.989586)
O (-3.206652, 0.140750, 5.363112)
C (-4.100837, 0.919780, 6.157228)
C (-3.402571, 1.609421, 7.335551)
F (-2.805301, 0.711230, 8.160113)
F (-4.292866, 2.300890, 8.095997)
F (-5.144442, 0.146877, 6.541401)
F (-4.619566, 1.856266, 5.317674)
H (-2.971261, -1.619939, 4.435146)
H (-4.530160, -1.484301, 5.180181)
H (-4.698934, -2.949603, 7.304073)
H (-2.636093, 2.305182, 6.984710)
C (-0.809249, 3.491454, -6.300705)
C (-0.107243, 4.237722, -5.156295)
C (-0.981188, 5.240618, -4.412125)
F (-1.432455, 6.228102, -5.215634)
F (-0.274537, 5.850493, -3.423462)
F (1.024031, 4.822882, -5.632310)
F (0.315949, 3.292895, -4.257751)
O (-0.596757, 4.013130, -7.615763)
C (-1.460352, 5.084044, -7.995794)
C (-0.706463, 6.396001, -8.244879)
F (-0.022038, 6.798149, -7.143416)
F (-1.565445, 7.403114, -8.556178)
F (-2.446862, 5.208796, -7.076383)
F (-2.068865, 4.678076, -9.142895)
H (-0.364740, 2.489314, -6.334862)
H (-1.871814, 3.311290, -6.096691)
H (-1.840731, 4.748936, -3.947571)
H (0.008795, 6.287997, -9.064270)

Forces on the atoms, in the same order (eV/Å):
C -1.28 1.00 0.80
O -0.72 -2.69 2.62
B 1.27 2.29 -0.04
O -2.26 -1.41 -3.23
C -1.21 -0.79 -0.46
C 1.84 1.09 0.92
O -1.64 1.79 -2.05
S -2.74 -7.15 -3.61
O 4.39 4.66 0.10
O -1.34 2.48 5.40
C 1.84 1.74 1.64
S 1.63 -5.20 -9.85
O -2.25 -1.00 5.81
O 1.19 5.25 3.52
C -3.13 3.66 -0.99
F 4.54 1.20 2.87
F -0.77 -4.37 1.85
C -1.75 3.27 0.36
F -3.04 -2.75 -2.52
F 3.90 -3.07 0.05
C -2.61 -1.97 -0.24
F 5.08 -0.26 0.17
F -0.77 4.58 2.09
C -0.93 -2.08 3.20
F 3.44 3.65 -1.91
F 1.27 -4.33 -3.17
F -4.55 2.72 -0.69
C 0.28 0.25 0.90
N 0.36 6.92 -3.26
C -2.37 -3.02 -0.38
S 0.83 -3.98 4.52
H -0.56 -0.54 -2.40
H 1.35 -2.29 0.39
H 1.89 1.40 0.13
H -0.77 1.12 1.39
H 1.84 -0.07 -1.62
H -1.63 0.61 1.43
H -1.66 -0.13 -2.11
H 0.53 -0.26 -2.17
H 0.51 -2.20 0.53
C -0.92 -0.26 0.66
C -0.83 -0.30 -0.58
C 1.10 -0.25 -0.02
F 0.15 -0.39 0.08
F -0.34 -0.12 0.08
F 0.31 0.20 0.28
F 0.33 0.53 0.13
O 1.53 1.21 -0.63
C -0.92 -0.97 2.03
C 0.34 -0.10 -0.71
F -0.50 0.28 0.09
F -0.24 -0.10 0.35
F -0.50 0.59 -0.68
F 0.40 -0.25 -0.69
H 0.16 0.04 -0.31
H 0.15 -0.09 -0.36
H -0.18 -0.02 0.04
H -0.17 0.00 0.23
C 0.10 -0.01 -1.13
C 0.79 0.56 -0.34
C -0.27 -0.53 0.95
F 0.18 -0.49 -0.01
F 0.18 -0.01 -0.35
F -0.37 -0.18 0.09
F -0.49 0.07 0.21
O -0.96 0.34 1.62
C -0.28 -1.17 -1.78
C 0.47 0.34 0.84
F -0.11 0.33 -0.52
F -0.06 -0.24 -0.53
F 0.15 0.93 -0.02
F 0.44 -0.05 0.66
H 0.13 0.10 0.31
H 0.23 0.05 0.34
H 0.06 0.04 -0.18
H -0.11 -0.08 -0.22
C 0.02 -1.08 -0.39
C 0.75 -0.13 -0.76
C -0.18 0.68 0.80
F 0.20 -0.21 0.46
F 0.16 -0.32 -0.07
F -0.40 0.03 0.25
F -0.48 0.22 0.11
O -0.87 1.72 0.34
C -0.33 -2.10 0.43
C 0.52 0.85 -0.03
F -0.16 -0.34 -0.49
F -0.10 -0.56 0.03
F 0.10 0.32 -0.86
F 0.48 0.58 0.27
H 0.14 0.29 0.02
H 0.25 0.31 0.07
H 0.04 -0.16 -0.11
H -0.13 -0.22 0.00